[1]
Entry from the OMol25 dataset: a structure of composition C25H25Ge2I2NORe at a distorted geometry (the ωB97M-V functional and the def2-TZVPD basis).

The value obtained for the electronic energy is -161211.3178 eV. As for the total charge: +2. The value obtained for the HOMO-LUMO gap (alpha / beta) is 0.1368 / 0.1402 Eh. The value obtained for the strongest force on any atom is 5.06 eV Å⁻¹. The highest occupied orbital energy (alpha / beta) comes out at -13.75 / -13.64 eV. For the lowest unoccupied orbital energy (alpha / beta), the calculation gives -10.03 / -9.82 eV. The spin multiplicity is 2. As for the expectation value of S²: 0.8270.

Each line ends with the Löwdin spin population.
CARTESIAN COORDINATES (ANGSTROEM)
1 Re -0.19970 0.04000 -0.25490  0.7860
2 I -2.52030 -4.55390 -0.69020  0.0093
3 C -1.99750 -3.51490 1.05610  0.0169
4 C -2.24970 -3.99960 2.33470  -0.0028
5 C -1.87020 -3.30420 3.46920  0.0226
6 I -2.33670 -4.10830 5.35310  0.0129
7 C -1.16250 -2.06900 3.36230  0.0041
8 C -0.68980 -1.27660 4.42370  -0.0042
9 C 0.02150 -0.12650 4.15070  -0.0043
10 C 0.24490 0.25930 2.82770  0.0040
11 N -0.22230 -0.45220 1.81630  0.0253
12 C -0.90750 -1.59000 2.05850  0.0217
13 C -1.35570 -2.27310 0.87670  0.0134
14 O -1.13000 -1.74100 -0.25190  0.0754
15 H -2.76670 -4.94310 2.43270  -0.0004
16 H -0.88520 -1.57570 5.44430  -0.0002
17 H 0.40560 0.48340 4.95080  -0.0002
18 H 0.80720 1.15180 2.57100  0.0016
19 C -2.06140 -0.00290 -3.15970  0.0232
20 Ge -0.99960 1.67520 -2.97530  0.0155
21 C -2.07890 3.32100 -3.20940  -0.0022
22 C 0.76130 1.66040 -3.90690  0.0018
23 C -0.19740 1.80080 -0.92950  -0.0107
24 H -2.20700 -0.21030 -4.21800  0.0039
25 H -3.04130 0.12490 -2.70420  0.0001
26 H -1.55600 -0.85870 -2.70800  0.0042
27 H -2.29620 3.41560 -4.27220  -0.0004
28 H -1.54510 4.21180 -2.89030  0.0000
29 H -3.02530 3.26190 -2.67790  0.0000
30 H 0.60700 1.88990 -4.95870  0.0006
31 H 1.21800 0.67550 -3.82190  0.0002
32 H 1.42900 2.40780 -3.48350  0.0000
33 H -0.01790 2.87110 -0.87600  0.0118
34 Ge 2.26870 0.15720 -0.76650  0.0026
35 C 2.76010 -1.64140 -1.49730  0.0003
36 C 4.05150 -1.81760 -1.97350  -0.0003
37 C 4.41870 -3.03890 -2.51690  0.0006
38 C 3.50550 -4.07970 -2.55670  0.0012
39 C 2.22230 -3.90620 -2.06870  -0.0001
40 C 1.84930 -2.68490 -1.53160  0.0017
41 C 3.44850 0.45890 0.81590  -0.0224
42 C 3.54070 -0.41590 1.89070  -0.0026
43 C 4.49540 -0.19820 2.87110  -0.0021
44 C 5.35270 0.88740 2.77620  -0.0010
45 C 5.26180 1.75940 1.70360  -0.0020
46 C 4.30240 1.55080 0.72780  -0.0045
47 H 2.80900 1.19760 -1.73290  0.0010
48 H 4.76260 -1.00290 -1.93410  -0.0001
49 H 5.41650 -3.17420 -2.90440  0.0000
50 H 3.79400 -5.03330 -2.97350  0.0001
51 H 1.50470 -4.71330 -2.10430  -0.0001
52 H 0.83350 -2.55320 -1.17660  0.0003
53 H 2.89380 -1.28340 1.95670  -0.0004
54 H 4.58390 -0.88850 3.69610  -0.0002
55 H 6.10090 1.05080 3.53820  -0.0001
56 H 5.93970 2.59400 1.60930  -0.0003
57 H 4.22420 2.22650 -0.11300  -0.0003

---

[2]
Entry from the OMol25 dataset: an isolated molecule of C5H8O2 at a distorted geometry (the ωB97M-V functional and the def2-TZVPD basis).

The value obtained for the electronic energy is -9405.4246 eV. The value obtained for the HOMO-LUMO gap is 0.2668 Eh. The value obtained for the strongest force on any atom is 6.28 eV Å⁻¹. The highest occupied orbital energy comes out at -7.24 eV. The structure (SMILES) is CC(=O)/C(C)=C/O. For the lowest unoccupied orbital energy, the calculation gives 0.02 eV. The energy above the lowest of the compared OMol25 structures with the same formula, charge and spin is 101.6 kcal per mole.

Each line ends with the natural charge from an NBO analysis.
CARTESIAN COORDINATES (ANGSTROEM)
1 C -1.43723 0.78368 -0.97569  -0.7697
2 C 0.00991 1.43220 0.03725  0.6973
3 O 0.46078 2.49515 -0.21969  -0.4528
4 C 0.23854 0.03510 0.21101  -0.1495
5 C -0.30244 -0.63109 1.44911  -0.6319
6 C 1.19782 -0.56514 -0.58470  0.0375
7 O 1.82749 -1.71626 -0.13530  -0.7219
8 H -1.84761 -0.21977 -0.90363  0.2163
9 H -1.10520 0.96771 -1.99536  0.2195
10 H -2.17487 1.50178 -0.61078  0.2060
11 H -0.70110 -1.60919 1.17762  0.2349
12 H 0.49144 -0.77531 2.18576  0.2395
13 H -1.09592 -0.05079 1.92268  0.2185
14 H 1.65156 -0.07073 -1.43496  0.1716
15 H 2.78684 -1.57734 -0.12333  0.4846

---

[3]
Entry from the OMol25 dataset: a cluster of 2 separate species, C3H10IN2O in total at a distorted geometry (the ωB97M-V functional and the def2-TZVPD basis).

The value obtained for the electronic energy is -16392.1563 eV. As for the total charge: +1. The value obtained for the HOMO-LUMO gap is 0.3551 Eh. The value obtained for the strongest force on any atom is 4.18 eV Å⁻¹. The highest occupied orbital energy comes out at -13.60 eV. For the lowest unoccupied orbital energy, the calculation gives -3.94 eV. The energy above the lowest of the compared OMol25 structures with the same formula, charge and spin is 57.1 kcal per mole.

Each line ends with the natural charge from an NBO analysis.
CARTESIAN COORDINATES (ANGSTROEM)
1 C -2.42837 -1.62101 0.22951  -0.4089
2 C 1.04546 1.87937 0.13714  0.2358
3 C 0.99784 0.39524 0.05853  -0.1785
4 N 0.84101 1.19198 -1.13864  -0.5645
5 N -0.82751 -1.62125 0.24249  -0.8822
6 O 2.18404 2.55454 0.31349  -0.6672
7 I 3.03010 -0.52656 -0.03463  0.1505
8 H -2.76495 -0.63573 0.30924  0.1957
9 H -2.81664 -2.09557 -0.65670  0.2110
10 H -2.73238 -2.31903 1.06795  0.2127
11 H 0.08450 2.25518 0.45722  0.2029
12 H 0.25747 -0.31921 0.35382  0.3107
13 H 1.73546 1.33077 -1.63388  0.4616
14 H -0.03255 1.37352 -1.64240  0.4554
15 H -0.47427 -2.31775 -0.37436  0.3709
16 H -0.54697 -2.16339 1.10722  0.3739
17 H 2.44775 2.63888 1.20399  0.5202